1.
Density functional theory data (wB97M-V/def2-TZVPD) for a gas-phase ion, C9H9N4Se (charge -1) at a distorted geometry.

Geometry as XYZ:
```
23
Properties=species:S:1:pos:R:3:forces:R:3:nbo_charge:R:1
C 2.3619 2.0097 -0.5457 -1.1 2.2 0.4 -0.240
C 2.5743 1.2133 -1.6356 1.1 -0.2 0.3 -0.218
C 1.2661 1.7607 0.2890 1.0 -2.3 1.7 -0.183
C 1.7668 0.1107 -1.8709 0.5 -0.3 -2.8 -0.248
C 0.7387 0.4419 0.2593 -2.6 2.3 0.1 -0.235
C 0.7888 -0.2202 -0.9520 0.6 -2.3 0.6 -0.137
C -2.1748 0.3508 -0.5570 0.6 -3.8 1.3 0.276
C -1.9424 -1.5524 1.3580 1.6 -2.9 2.4 -0.653
C -1.7917 -1.3757 -0.1131 -1.7 3.5 -1.5 -0.419
N -1.9609 0.7891 -1.7781 -0.4 -0.7 0.0 -0.408
N -2.5865 1.3138 0.2831 0.7 -1.6 0.6 -0.438
N -2.2949 2.0643 -1.6890 0.7 1.5 -1.5 -0.169
N -2.6012 2.3943 -0.4800 -0.8 0.3 0.2 -0.162
Se -0.1695 -1.9333 -1.0181 0.5 1.0 -0.3 0.298
H 2.9205 2.9708 -0.5291 -0.4 -0.8 0.4 0.201
H 3.5063 1.4827 -2.1417 -0.6 -0.5 -0.7 0.202
H 1.0084 2.2688 1.2205 0.3 0.6 -0.6 0.214
H 1.9018 -0.3665 -2.9168 -0.5 0.3 2.1 0.218
H -0.1010 0.1959 0.9971 1.7 0.3 -1.0 0.235
H -0.9215 -2.0072 1.7732 -2.1 0.7 -0.6 0.200
H -2.7935 -2.3794 1.6716 2.0 2.5 -0.7 0.201
H -2.0097 -0.5802 1.8365 -0.7 -0.1 0.3 0.246
H -2.5141 -2.0511 -0.5509 -0.3 0.3 -0.7 0.219
```
Positions in Å, forces in eV/Å.

Values from the calculation:
Charge: -1
Maximum force (eV/A): 4.2
LUMO level (eV): 2.936
Electronic energy (eV): -80783.469
Kohn-Sham gap (Ha): 0.2931
SMILES string: C[C@H]([Se]c1ccccc1)c1nn[n-]n1

***

2.
Density functional theory data (wB97M-V/def2-TZVPD) for C20H28FN7O2 in the gas phase at a distorted geometry.

Geometry as XYZ:
```
58
Properties=species:S:1:pos:R:3:forces:R:3:nbo_charge:R:1
O 1.8009 0.0327 -1.5148 0.3 0.1 -0.2 -0.660
C 0.5936 -0.1425 -1.5014 -0.4 0.1 -0.1 0.697
N 0.0124 -0.9416 -0.5770 0.1 -0.2 0.3 -0.444
C -1.3846 -1.2969 -0.4715 -0.3 -0.2 -0.2 -0.233
H -1.9939 -0.7355 -1.1748 0.0 0.0 0.0 0.221
C -1.5348 -2.8055 -0.7302 -0.3 0.3 0.0 -0.218
N -0.7166 -3.5880 0.1652 0.0 0.0 -0.3 -0.439
C -1.2065 -4.1673 1.3226 -0.3 -0.2 0.3 0.089
C -2.4165 -3.8335 1.9435 0.0 0.0 0.1 0.338
C -2.8925 -4.4908 3.0602 0.0 0.0 -0.1 -0.257
C -2.1584 -5.5164 3.6245 0.0 0.0 0.0 -0.230
C -0.9522 -5.8719 3.0436 0.0 0.0 0.1 -0.223
C -0.4948 -5.2193 1.9186 -0.1 0.1 0.0 -0.183
H 0.4300 -5.5411 1.4660 0.1 0.0 -0.1 0.206
H -0.3666 -6.6759 3.4630 0.1 -0.1 0.0 0.215
H -2.5228 -6.0279 4.5006 0.0 0.0 0.1 0.218
H -3.8335 -4.1721 3.4808 -0.1 0.1 0.0 0.230
F -3.1835 -2.8081 1.4743 0.2 -0.1 0.0 -0.342
C 0.6756 -3.2060 0.0676 0.2 0.3 0.2 -0.205
H 1.2767 -3.7623 0.7836 0.0 0.0 -0.1 0.216
C 0.8414 -1.7029 0.3379 0.4 -0.2 0.0 -0.250
H 1.8787 -1.4016 0.1868 -0.1 0.0 0.1 0.250
H 0.5433 -1.4766 1.3679 0.0 0.0 0.0 0.200
H 1.0304 -3.4304 -0.9449 0.1 0.0 0.1 0.196
H -2.5778 -3.1049 -0.6562 0.1 0.0 0.0 0.229
H -1.1908 -3.0186 -1.7508 -0.1 0.1 0.0 0.192
H -1.7269 -1.0664 0.5436 0.0 0.0 -0.1 0.208
C -0.3335 0.5330 -2.5019 0.4 0.1 -0.2 -0.504
C 0.4517 1.3697 -3.5118 0.0 0.0 0.2 -0.404
H -0.2053 1.6526 -4.3350 0.1 -0.1 0.0 0.232
C 1.0384 2.6318 -2.8876 0.5 -0.5 -0.5 -0.236
N 0.0084 3.5817 -2.5624 -0.4 1.1 1.0 -0.188
C -0.0080 4.5240 -1.5870 -0.1 -0.3 -0.6 0.331
N -1.1394 5.1846 -1.6854 0.6 0.4 0.9 -0.305
N -1.7945 4.6524 -2.7083 -0.9 0.3 -0.3 -0.071
N -1.1349 3.7083 -3.2381 0.2 -0.9 -0.8 -0.080
C 1.0699 4.6902 -0.5813 0.1 -0.1 0.1 -0.266
N 1.2001 3.4434 0.1554 0.0 0.1 0.1 -0.445
C 0.1149 3.2557 1.1039 0.0 -0.3 0.1 -0.261
C 0.2198 1.8496 1.6912 -0.3 0.2 -0.1 -0.067
O 1.4642 1.6391 2.3143 0.0 0.0 0.2 -0.526
C 2.5209 1.8650 1.4071 0.3 0.2 -0.2 -0.085
C 2.4707 3.2843 0.8396 0.0 -0.3 0.1 -0.248
H 3.2841 3.4169 0.1233 0.0 0.0 0.0 0.204
H 2.5885 4.0157 1.6575 0.0 0.0 0.0 0.172
H 3.4430 1.7036 1.9670 0.0 0.0 -0.1 0.193
H 2.4632 1.1507 0.5735 0.0 0.1 0.1 0.191
H -0.5402 1.6949 2.4592 0.0 0.0 -0.1 0.195
H 0.0816 1.1197 0.8812 0.0 0.0 0.1 0.164
H -0.8399 3.3705 0.5868 0.0 0.0 0.0 0.215
H 0.1637 4.0006 1.9170 0.0 0.0 0.0 0.173
H 0.8261 5.5506 0.0608 0.1 0.0 -0.1 0.210
H 2.0145 4.8926 -1.0960 0.0 0.0 0.1 0.219
H 1.5724 2.3847 -1.9677 -0.1 0.1 -0.2 0.260
H 1.7329 3.1013 -3.5936 0.0 0.0 0.1 0.208
H 1.2774 0.7730 -3.9004 0.0 0.1 0.0 0.231
H -0.8933 -0.2346 -3.0397 -0.1 0.0 0.1 0.230
H -1.0477 1.1656 -1.9702 -0.1 -0.1 0.0 0.231
```
Positions in Å, forces in eV/Å.

Values from the calculation:
Charge: 0
Maximum force (eV/A): 1.6
LUMO level (eV): 0.644
Electronic energy (eV): -38436.699
Kohn-Sham gap (Ha): 0.3179
SMILES string: O=C(CCCn1nnnc1CN1CCOCC1)N1CCN(c2ccccc2F)CC1

***

3.
Density functional theory data (wB97M-V/def2-TZVPD) for a molecular structure, C10H12BrLuNP at a distorted geometry.

Geometry as XYZ:
```
26
Properties=species:S:1:pos:R:3:forces:R:3:nbo_charge:R:1
C -0.9594 -0.2953 -2.7887 2.4 0.2 1.1 -0.374
C -1.6047 0.9595 -2.7869 0.4 0.7 0.5 -0.344
C -0.6411 1.9696 -2.4862 -0.4 -0.4 -0.1 -0.373
C 0.6288 1.3554 -2.3123 -0.4 -0.4 0.0 -0.341
C 0.4852 -0.0311 -2.4719 -2.3 -0.3 -0.7 -0.359
Lu -1.0140 -0.7442 1.9183 -1.0 0.4 0.3 1.727
P -0.6070 -2.9055 0.2479 0.6 -1.2 -1.2 -0.034
H -1.4184 -1.2718 -2.9699 0.2 0.4 -0.1 0.185
H -2.6607 1.1347 -2.9994 0.3 0.0 0.0 0.195
H -0.8428 3.0394 -2.4183 0.0 -0.3 -0.1 0.191
H 1.2718 -0.7812 -2.4157 -0.2 0.1 0.0 0.182
H 1.5505 1.8689 -2.0419 -0.1 -0.1 -0.2 0.188
H 0.5757 -2.9493 -0.5746 -0.7 0.3 0.5 0.086
H -1.5131 -3.4013 -0.7413 0.2 0.3 0.5 0.084
H -0.3719 -4.1358 0.9418 -0.2 0.5 -0.1 0.047
Br -1.9499 -2.2831 3.7186 -0.3 0.2 -0.1 -0.495
C 1.0599 -0.3473 2.8839 2.3 -3.1 1.0 -0.449
C 0.8975 0.9205 3.3539 -0.8 1.5 -1.2 -0.227
C 0.7240 1.9237 2.3540 0.7 0.3 0.1 -0.227
C 0.5658 1.5258 1.0265 0.0 -0.5 0.5 -0.032
N 0.7450 0.2287 0.6278 1.4 -0.8 0.1 -0.498
C 1.3101 -0.6413 1.5521 -0.9 3.0 -0.8 -0.106
H 0.9427 1.1946 4.4025 -0.8 -0.2 0.1 0.237
H 0.7126 2.9842 2.5991 0.0 -0.1 -0.1 0.235
H 0.3595 2.2321 0.2223 -0.4 -0.3 0.1 0.274
H 1.7541 -1.5500 1.1584 -0.1 -0.1 0.1 0.226
```
Positions in Å, forces in eV/Å.

Values from the calculation:
Charge: 0
Maximum force (eV/A): 4.0
LUMO level (spin up / spin down) (eV): -1.942 / -1.942
Electronic energy (eV): -125000.486
Kohn-Sham gap (spin up / spin down) (Ha): 0.1373 / 0.1374

***

4.
Density functional theory data (wB97M-V/def2-TZVPD) for a molecular structure, C14H14CeN2O4 at a distorted geometry.

Geometry as XYZ:
```
35
Properties=species:S:1:pos:R:3:forces:R:3:lowdin_charge:R:1
C -0.9131 0.8198 -4.1437 0.7 0.9 -0.1 -0.153
C 0.4799 0.5847 -4.3743 0.2 1.0 0.1 -0.177
C 1.2439 1.5240 -3.5508 -1.6 0.1 -1.0 -0.196
C 0.2838 2.3324 -2.8365 0.0 -0.3 -1.4 -0.219
C -1.0399 1.8873 -3.1772 1.1 -0.2 -1.1 -0.174
Ce 0.1647 0.0332 -1.8641 -0.4 -4.7 1.3 1.389
N -1.1414 -1.6348 -2.1959 -2.0 0.1 0.1 -0.261
C -0.4634 -2.9246 -2.6590 -0.3 1.5 0.3 -0.361
C 0.8448 -2.5375 -3.2808 0.1 1.6 1.2 -0.120
H 2.3353 1.5168 -3.4420 -0.5 0.2 -0.1 0.124
H 0.9075 -0.1892 -5.0358 -0.4 0.8 0.6 0.109
H 0.5235 3.0680 -2.0914 0.0 0.2 0.1 0.113
H -1.9799 2.2925 -2.8065 0.3 -0.1 0.0 0.122
H -1.7411 0.3055 -4.6523 0.6 0.2 0.5 0.125
H 0.8569 -2.2355 -4.3388 0.3 -0.5 0.7 0.016
H -1.1444 -3.4636 -3.3524 0.4 0.2 0.4 0.101
H -2.1600 -1.8399 -2.0444 1.2 0.5 -0.2 0.080
H 1.7246 -2.4414 -2.6060 -0.3 -0.6 -1.0 0.016
H -0.4314 -3.3762 -1.6670 0.7 -1.2 -0.5 0.090
O 0.9154 -0.7857 0.3064 0.5 -0.4 1.2 -0.078
C 0.3161 0.1226 0.9576 0.3 -0.4 -2.7 -0.580
O -0.2485 1.0183 0.2637 -0.8 1.2 -0.1 -0.116
C 0.2010 0.2217 2.3915 0.3 0.3 1.2 -0.127
C -0.2428 1.4399 2.9043 -0.3 0.0 0.7 0.016
C -0.4081 1.5851 4.2737 0.2 -0.3 1.6 0.031
C -0.0867 0.5292 5.1713 0.5 -0.2 -3.1 -0.124
C 0.3945 -0.6687 4.5976 0.0 0.2 1.4 0.017
C 0.5599 -0.8167 3.2397 -0.3 0.1 -0.2 0.019
N -0.0698 0.6580 6.6074 0.0 0.0 2.1 -0.302
O -0.4271 1.7527 7.1081 0.9 -2.7 -0.9 0.070
O 0.3348 -0.3628 7.2288 -1.1 2.8 -0.8 0.053
H -0.4648 2.2814 2.2493 0.0 -0.4 0.1 0.130
H -0.7578 2.5105 4.7134 0.0 0.1 -0.2 0.117
H 0.6774 -1.4691 5.2713 0.0 0.1 -0.1 0.119
H 0.9565 -1.7382 2.8348 -0.1 0.0 0.0 0.131
```
Positions in Å, forces in eV/Å.

Values from the calculation:
Charge: 0
Maximum force (eV/A): 4.9
LUMO level (spin up / spin down) (eV): -1.489 / -1.490
Electronic energy (eV): -38838.557
Kohn-Sham gap (spin up / spin down) (Ha): 0.1831 / 0.1832

***

5.
Density functional theory data (wB97M-V/def2-TZVPD) for C5H8O2 in the gas phase at a distorted geometry.

Geometry as XYZ:
```
15
Properties=species:S:1:pos:R:3:forces:R:3:nbo_charge:R:1
C -0.2204 -1.2946 0.5664 -0.5 0.3 -0.1 -0.505
C -0.4255 -0.0615 -0.2640 -0.5 0.3 0.1 0.191
O -1.0066 -0.2718 -1.5039 -0.2 0.3 -0.3 -0.684
C -0.9315 1.1540 0.4487 -0.3 0.0 0.2 -0.077
O -0.8914 2.2669 -0.4263 0.2 0.3 0.0 -0.719
C 0.9258 -0.5208 -0.0501 -0.5 -0.6 0.3 -0.030
C 2.1746 -0.9388 -0.0682 -1.0 0.0 0.1 -0.422
H -0.5174 -2.2255 0.0797 0.2 0.2 0.1 0.230
H -0.4143 -1.2390 1.6416 0.1 0.1 -0.3 0.214
H 1.8672 -1.8268 0.5037 3.2 -0.5 -0.2 0.253
H -1.1358 0.6157 -1.8667 -0.1 0.0 -0.2 0.485
H -0.3736 1.3274 1.3807 -0.1 0.0 -0.2 0.179
H -1.9803 0.9726 0.6904 0.0 0.2 0.0 0.192
H 0.0381 2.5075 -0.5371 -0.2 0.1 0.0 0.471
H 3.0401 -0.5052 -0.5879 -0.4 -0.6 0.5 0.224
```
Positions in Å, forces in eV/Å.

Values from the calculation:
Charge: 0
Maximum force (eV/A): 3.3
LUMO level (eV): 0.716
Electronic energy (eV): -9406.063
Kohn-Sham gap (Ha): 0.3787
SMILES string: C=C1C[C@@]1(O)CO

***

6.
Density functional theory data (wB97M-V/def2-TZVPD) for 2 unconnected molecules or ions with the total composition C3H5BrS at a distorted geometry.

Geometry as XYZ:
```
10
Properties=species:S:1:pos:R:3:forces:R:3:nbo_charge:R:1
C -0.3845 -1.6311 -0.4586 -2.3 -8.2 4.0 -0.204
C 0.6941 0.9925 0.8256 1.4 0.9 -3.1 -0.349
C 0.0647 1.2665 -0.3396 -1.9 -0.1 3.2 -0.443
S 0.2705 -3.1336 -0.1153 -1.2 4.2 -1.0 0.168
Br -2.4913 -1.4381 0.2260 2.4 0.2 -0.8 -0.137
H -0.1570 -0.8385 -1.0025 1.1 3.3 -2.3 0.156
H 0.5288 0.2810 1.5632 -0.8 -0.6 1.6 0.199
H -1.0309 1.2691 -0.5711 1.3 -0.6 0.0 0.226
H 1.7102 1.4392 0.6834 -0.5 -1.0 1.3 0.186
H 0.7955 1.7929 -0.8110 0.6 2.0 -2.9 0.197
```
Positions in Å, forces in eV/Å.

Values from the calculation:
Charge: 0
Maximum force (eV/A): 9.4
LUMO level (spin up / spin down) (eV): -1.321 / -1.322
Electronic energy (eV): -84065.829
Kohn-Sham gap (spin up / spin down) (Ha): 0.2991 / 0.2991
SMILES string: S=CBr.C=C